(1)
Below is C5H7NO in the gas phase, with properties calculated with wB97M-V/def2-TZVPD.

The value obtained for the energy above the lowest of the compared OMol25 structures with the same formula, charge and spin is 5.942 eV. Its spin multiplicity is 1. The LUMO energy (alpha / beta) is 0.021 / 0.021 hartree. The strongest force on any atom comes out at 0.9 eV/Å. The frontier orbital gap (alpha / beta) comes out at 7.8 / 7.8 eV.

Last column: Löwdin charge in e.
Geometry (Å):
H -0.49786 0.11939 1.99520  0.108
C 0.12982 0.59354 0.01403  -0.497
C 1.30301 0.45315 0.99820  -0.048
H 1.68094 -0.54627 1.27097  0.065
H -1.33642 -2.46225 0.47779  0.111
N 0.06390 0.82618 1.49401  0.047
H -1.07447 1.97762 -1.12086  0.086
H 0.35706 -2.75588 -0.13889  0.109
O -0.74418 -1.34491 -1.35235  0.077
C -0.33152 -0.67065 -0.28332  -0.256
H 0.47101 2.61863 -0.50013  0.086
C -0.01983 1.74668 -0.93741  -0.012
H 0.45929 1.51267 -1.89404  0.089
C -0.46076 -2.06790 -0.02321  0.035

=====

(2)
Below is 3 unconnected molecules or ions with the total composition C4H13NO2 at a distorted geometry, with properties calculated with wB97M-V/def2-TZVPD.

The value obtained for the energy above the lowest of the compared OMol25 structures with the same formula, charge and spin is 2.375 eV. Its spin multiplicity is 1. The LUMO energy is 0.013 hartree. The strongest force on any atom comes out at 5.4 eV/Å. The frontier orbital gap comes out at 8.3 eV. As for the structure (SMILES): C/C=C(/C)N.O.O.

Last column: Löwdin charge in e.
Geometry (Å):
C -0.25611 0.47492 1.56452  -0.100
H 0.10056 -1.62674 1.26944  0.041
H 0.48156 1.03494 -1.63284  0.114
H -0.05384 1.02518 2.40532  0.043
O 3.18813 -1.64913 0.28502  -0.060
H 1.63046 2.18813 -0.47456  0.103
O -3.41555 -1.31080 -3.70297  -0.052
H -2.50744 -1.49057 -3.74914  -0.007
N -0.08330 0.55672 -0.86897  0.078
H 2.27728 -1.74206 0.62795  0.022
C -0.65507 -1.04096 1.81750  -0.092
H -0.51801 -1.08554 2.95297  0.089
H -1.60433 -1.40791 1.49874  0.038
C 0.32357 0.99331 0.39759  -0.480
C 0.86367 2.32932 0.34802  -0.080
H 3.08254 -1.46616 -0.64741  0.022
H -0.33023 -0.41295 -0.84244  0.069
H 1.27062 2.49714 1.31417  0.061
H -3.75796 -0.93225 -2.86368  0.057
H -0.03656 3.06543 0.30078  0.133

=====

(3)
Below is 2 unconnected molecules or ions with the total composition C7H11N3O2 at a distorted geometry, with properties calculated with wB97M-V/def2-TZVPD.

The value obtained for the energy above the lowest of the compared OMol25 structures with the same formula, charge and spin is 4.236 eV. Its spin multiplicity is 1. The LUMO energy (alpha / beta) is 0.002 / 0.002 hartree. The strongest force on any atom comes out at 4.1 eV/Å. The frontier orbital gap (alpha / beta) comes out at 8.4 / 8.4 eV.

Last column: Löwdin charge in e.
Geometry (Å):
H 2.02272 2.39529 1.46892  0.128
N -1.18947 0.85432 0.21501  0.127
H 0.41780 1.93290 1.06923  0.005
N 1.59475 0.80220 0.07917  -0.175
C -1.18418 -1.91766 0.31160  -0.089
H 1.17047 0.74861 2.06581  0.068
H 3.01947 -0.27671 -1.10264  0.088
H -1.22422 -2.84599 0.71952  0.088
C 2.68107 -0.18037 -0.03620  -0.112
C -0.25953 -0.01330 -0.41984  -0.284
H 1.00654 1.32790 -1.61574  0.052
O -1.18033 -0.19507 -2.63434  0.129
H 3.42893 0.24521 0.55542  0.054
H -3.04796 0.78892 1.06688  0.101
C 1.29274 1.48842 1.31225  -0.147
C -0.35378 0.30011 -1.92552  -0.478
H -2.81980 -1.26257 -0.67950  0.085
C -2.50371 -1.22917 0.29813  -0.097
C -2.26493 0.27814 0.59260  -0.048
H -3.26612 -1.85730 0.91454  0.151
O 0.57129 1.10043 -2.43565  0.142
H 2.21795 -1.17175 0.22008  0.072
N -0.12969 -1.31257 -0.03973  0.141

=====

(4)
Below is 2 unconnected molecules or ions with the total composition C5H8N2 at a distorted geometry, with properties calculated with wB97M-V/def2-TZVPD.

The value obtained for the energy above the lowest of the compared OMol25 structures with the same formula, charge and spin is 5.893 eV. Its spin multiplicity is 1. The LUMO energy (alpha / beta) is 0.024 / -0.054 hartree. The strongest force on any atom comes out at 2.1 eV/Å. The frontier orbital gap (alpha / beta) comes out at 11.3 / 6.6 eV.

Last column: Löwdin charge in e.
Geometry (Å):
C 1.74323 0.86196 0.73865  -0.038
N -1.55090 -1.06424 1.45713  0.167
H 2.63661 0.53670 1.28475  0.083
C -0.61987 -1.15588 0.76378  -0.201
H -1.51065 0.12236 -0.94466  -0.071
C 1.42105 -0.11834 -0.37005  -0.335
H 0.55257 -2.16792 -0.70656  0.146
H 0.91845 0.95962 1.45121  0.078
H 2.31316 -0.45237 -0.91600  0.148
N 0.24826 -0.02703 -1.18643  0.167
C -2.50653 0.43126 -0.61722  0.071
H 1.95096 1.84859 0.31135  0.082
H -3.33162 0.50187 -1.32628  -0.009
H -2.64475 0.89757 0.35100  -0.014
C 0.38007 -1.17414 -0.29067  -0.274

=====

(5)
Below is a molecular structure, C15H14AsF5LiO9PS, with properties calculated with wB97M-V/def2-TZVPD.

The charge is -2. The value obtained for the energy above the lowest of the compared OMol25 structures with the same formula, charge and spin is 0.883 eV. Its spin multiplicity is 1. The LUMO energy is 0.174 hartree. The strongest force on any atom comes out at 0.2 eV/Å. The frontier orbital gap comes out at 8.1 eV.

Last column: Löwdin charge in e.
Geometry (Å):
H -2.81414 3.26793 -1.12686  0.072
O -2.53202 4.34302 2.58366  -0.516
O -1.24209 2.26859 3.85546  -0.269
P -2.52613 0.48157 -0.96837  0.906
O -3.04245 -0.72735 -1.96117  -0.356
O -1.20368 -0.14405 2.42871  -0.427
C -3.67093 1.69913 2.30498  -0.225
H -4.70666 3.54791 2.18004  0.083
C -5.05520 -0.27472 2.19220  -0.092
S -2.46915 -0.88831 2.48032  0.439
C 4.78898 -0.32992 0.75186  -0.164
H -1.07948 3.02948 -1.30666  0.066
As -2.04035 2.79427 2.37049  0.820
H 0.47803 -1.29809 -1.34009  0.076
H -7.16054 0.02839 1.94410  0.089
F 4.81083 -0.72125 3.07375  0.064
O -0.96557 0.00135 -0.72303  -0.412
C 2.77005 -0.06143 1.98850  -0.272
H -5.12446 -1.35531 2.19935  0.108
F 4.75707 0.06845 -1.57118  0.061
F 2.19415 -0.12592 3.22352  0.037
C -4.11033 -1.53169 -1.46879  -0.163
O -2.26807 1.54871 -2.18173  -0.341
C 2.02332 0.29717 0.89127  0.016
C -0.48580 -1.34289 -0.83656  -0.122
F 2.14675 0.68253 -1.45720  0.023
C -6.19049 0.50194 2.04847  -0.106
C -6.07681 1.88618 2.04009  -0.105
H -6.95875 2.50746 1.93018  0.088
C 4.09506 0.02405 -0.38865  -0.168
C 4.12094 -0.37516 1.96061  -0.167
C -4.82818 2.47074 2.17376  -0.106
C 2.74653 0.32787 -0.27633  -0.278
Li -0.12329 0.77770 0.99491  0.537
F 6.10819 -0.62427 0.68674  0.066
O -1.07706 2.43301 1.06477  -0.569
H -0.96668 1.34724 3.71048  0.002
H -4.47293 -2.12493 -2.30943  0.072
H -1.17995 -1.95120 -1.41282  0.074
C -2.03743 2.91055 -1.80806  -0.157
O -2.71225 -1.52221 3.75986  -0.326
H -4.92993 -0.91367 -1.09029  0.070
O -2.63476 -1.76979 1.33046  -0.357
C -3.79726 0.31288 2.31431  -0.274
H -3.77475 -2.18327 -0.66182  0.060
H -2.06737 3.49355 -2.72910  0.071
H -0.37081 -1.76751 0.15892  0.074

=====

(6)
Below is 4 unconnected molecules or ions with the total composition C9H25F3N2O6S at a distorted geometry, with properties calculated with wB97M-V/def2-TZVPD.

Its spin multiplicity is 1. The LUMO energy is 0.005 hartree. The strongest force on any atom comes out at 3.3 eV/Å. The frontier orbital gap comes out at 9.2 eV.

Last column: Löwdin charge in e.
Geometry (Å):
S 13.08359 -16.93630 -5.26186  0.589
H 11.41902 -20.55210 -10.44665  0.088
H 6.75818 -12.64769 -5.06327  0.077
H 8.08757 -14.42854 -4.71509  0.101
H 11.64265 -20.38814 -8.86212  0.091
H 8.24479 -16.20404 -9.27124  0.100
O 10.07680 -19.32459 -9.66055  -0.178
C 10.80286 -20.48788 -9.54980  -0.105
O 13.14331 -18.41672 -5.21630  -0.331
F 14.74884 -16.51272 -7.31332  0.169
C 10.59574 -15.59166 -9.86254  -0.048
O 10.48111 -13.54984 -6.76232  -0.189
N 7.93047 -14.79602 -5.64266  0.032
C 14.76142 -16.36242 -6.04476  -0.723
C 9.52925 -12.89398 -6.08360  -0.205
C 8.10165 -13.59209 -6.42771  -0.365
H 6.93021 -14.85181 -5.77098  0.086
H 9.72786 -12.98482 -5.01571  0.128
C 11.81378 -13.20883 -6.60280  -0.093
H 9.14668 -15.92304 -6.02784  0.050
H 11.26646 -15.58941 -10.72174  0.084
H 10.64516 -16.27914 -6.47132  0.002
H 10.20167 -21.34554 -9.24799  0.102
H 8.36219 -17.79415 -9.13539  0.100
H 5.92517 -13.25357 -6.50553  0.082
F 15.07149 -15.10942 -5.79866  0.149
H 9.48531 -16.71022 -7.39635  0.048
O 12.07256 -16.29243 -6.14404  -0.363
H 6.91290 -11.68458 -6.36889  0.078
H 12.12612 -13.58347 -5.62802  0.090
H 9.98598 -14.69361 -9.96150  0.082
O 9.72229 -16.54334 -6.48116  0.215
N 8.87044 -16.93726 -8.96948  0.047
F 15.74007 -17.15056 -5.58594  0.124
C 10.80642 -18.19537 -9.82711  -0.215
H 9.53213 -16.96549 -11.01345  0.136
H 9.41854 -11.81472 -6.18874  0.122
C 6.82161 -12.74780 -6.14680  -0.061
C 9.88981 -16.93948 -9.98414  -0.404
H 11.93841 -12.12724 -6.65509  0.098
H 11.17024 -15.44119 -8.94854  0.071
H 11.41142 -18.29544 -10.72825  0.133
H 7.99796 -13.83218 -7.48587  0.128
H 12.52558 -13.79386 -7.18520  0.088
H 11.41831 -17.99786 -8.94694  0.134
O 13.08045 -16.36031 -3.90097  -0.343

=====

Please write out number 3 again, unchanged.
Below is 2 unconnected molecules or ions with the total composition C7H11N3O2 at a distorted geometry, with properties calculated with wB97M-V/def2-TZVPD.

The value obtained for the energy above the lowest of the compared OMol25 structures with the same formula, charge and spin is 4.236 eV. Its spin multiplicity is 1. The LUMO energy (alpha / beta) is 0.002 / 0.002 hartree. The strongest force on any atom comes out at 4.1 eV/Å. The frontier orbital gap (alpha / beta) comes out at 8.4 / 8.4 eV.

Last column: Löwdin charge in e.
Geometry (Å):
H 2.02272 2.39529 1.46892  0.128
N -1.18947 0.85432 0.21501  0.127
H 0.41780 1.93290 1.06923  0.005
N 1.59475 0.80220 0.07917  -0.175
C -1.18418 -1.91766 0.31160  -0.089
H 1.17047 0.74861 2.06581  0.068
H 3.01947 -0.27671 -1.10264  0.088
H -1.22422 -2.84599 0.71952  0.088
C 2.68107 -0.18037 -0.03620  -0.112
C -0.25953 -0.01330 -0.41984  -0.284
H 1.00654 1.32790 -1.61574  0.052
O -1.18033 -0.19507 -2.63434  0.129
H 3.42893 0.24521 0.55542  0.054
H -3.04796 0.78892 1.06688  0.101
C 1.29274 1.48842 1.31225  -0.147
C -0.35378 0.30011 -1.92552  -0.478
H -2.81980 -1.26257 -0.67950  0.085
C -2.50371 -1.22917 0.29813  -0.097
C -2.26493 0.27814 0.59260  -0.048
H -3.26612 -1.85730 0.91454  0.151
O 0.57129 1.10043 -2.43565  0.142
H 2.21795 -1.17175 0.22008  0.072
N -0.12969 -1.31257 -0.03973  0.141

=====

spin multiplicity of number 4 (C5H8N2)?
1

=====

What did the first record say?
Below is C5H7NO in the gas phase, with properties calculated with wB97M-V/def2-TZVPD.

The value obtained for the energy above the lowest of the compared OMol25 structures with the same formula, charge and spin is 5.942 eV. Its spin multiplicity is 1. The LUMO energy (alpha / beta) is 0.021 / 0.021 hartree. The strongest force on any atom comes out at 0.9 eV/Å. The frontier orbital gap (alpha / beta) comes out at 7.8 / 7.8 eV.

Last column: Löwdin charge in e.
Geometry (Å):
H -0.49786 0.11939 1.99520  0.108
C 0.12982 0.59354 0.01403  -0.497
C 1.30301 0.45315 0.99820  -0.048
H 1.68094 -0.54627 1.27097  0.065
H -1.33642 -2.46225 0.47779  0.111
N 0.06390 0.82618 1.49401  0.047
H -1.07447 1.97762 -1.12086  0.086
H 0.35706 -2.75588 -0.13889  0.109
O -0.74418 -1.34491 -1.35235  0.077
C -0.33152 -0.67065 -0.28332  -0.256
H 0.47101 2.61863 -0.50013  0.086
C -0.01983 1.74668 -0.93741  -0.012
H 0.45929 1.51267 -1.89404  0.089
C -0.46076 -2.06790 -0.02321  0.035